{
  "formula": "C5H18NO2",
  "method": "ωB97M-V/def2-TZVPD",
  "symbols": ["O", "O", "N", "C", "C", "C", "C", "C", "H", "H", "H", "H", "H", "H", "H", "H", "H", "H", "H", "H", "H", "H", "H", "H", "H", "H"],
  "positions_angstrom": [[1.451, 1.386, 3.597], [3.017, -0.994, 2.725], [0.725, 1.235, 1.031], [-1.129, 0.743, -0.597], [-1.536, 0.170, -3.069], [-1.288, -1.791, -1.533], [0.201, 0.269, -0.005], [-1.696, -0.314, -1.686], [0.968, -0.022, -0.722], [-1.833, 1.038, 0.197], [-2.814, -0.298, -1.370], [-2.277, -2.327, -1.530], [-0.758, -2.152, -0.631], [-0.485, 0.286, -3.454], [3.909, -1.052, 2.348], [-1.913, 1.163, -3.403], [0.134, -0.709, 0.476], [0.321, 1.106, 1.968], [-0.757, 1.593, -1.227], [1.937, 0.566, 3.828], [0.625, 2.246, 0.854], [-1.816, -0.673, -3.744], [-0.658, -2.122, -2.364], [2.858, -1.943, 2.836], [1.696, 0.942, 1.013], [1.118, 1.656, 4.463]],
  "lumo_energy_ev": [-6.38, -13.73],
  "s2": 0.753,
  "orbital_gap_ev": [11.73, 4.38],
  "e_homo_ev": [-18.1, -18.1],
  "total_energy_ha": -405.7649,
  "charge": 2,
  "spin_multiplicity": 2,
  "de_lowest_kj_mol": 75.4
}